# 1
A structure of composition C51H63IN5O7PRbSb. Source: the OMol25 dataset; level of theory: ωB97M-V with the def2-TZVPD basis set.

Properties
Kohn-Sham gap = 5.961 eV
LUMO energy = 3.496 eV
energy above the lowest of the compared OMol25 structures with the same formula, charge and spin = 0.000 eV
HOMO energy = -2.5 eV

Geometry as ORCA input:
```
! wB97M-V def2-TZVPD RIJCOSX def2/J DEFGRID3
* xyz -2 1
H 12.2756 20.2009 19.4640
C 13.4239 17.0883 18.7329
H 19.8238 16.2286 9.4004
H 12.7944 19.3845 21.8212
C 17.5819 17.7839 17.1481
H 15.1473 15.8595 23.6937
H 21.0461 14.7905 11.5402
C 7.6543 15.3156 16.0627
C 11.7427 16.0816 9.2810
C 12.8843 18.3527 18.6471
C 16.5203 11.0627 9.8351
H 12.7793 15.4408 11.0251
C 8.6570 13.9876 18.9498
C 17.1467 16.5696 15.1409
H 18.3650 14.3344 16.8423
C 9.8022 14.8669 8.6345
H 15.9514 10.7093 8.9741
O 18.6141 13.5758 17.3591
H 10.8824 16.3714 16.7512
H 10.4085 18.7139 13.1688
C 13.9440 17.1767 22.4871
C 14.5238 15.3435 20.3994
Rb 13.0072 12.7218 15.7492
H 19.9014 15.2343 12.8220
H 17.4851 15.9882 12.3093
H 17.1565 12.0366 7.4265
H 15.8951 17.8240 18.5345
N 15.6680 7.8397 18.3641
H 17.5229 16.0385 14.2757
H 7.8731 14.7746 10.6365
H 19.7524 14.5070 8.9002
H 21.4532 12.8239 12.4298
H 10.2514 11.5361 15.3012
C 20.4017 11.9061 10.7226
H 9.4538 17.2014 15.0381
H 10.5762 16.6820 7.5909
N 10.3473 11.7881 13.2781
H 13.7742 17.8843 23.2746
H 12.4920 16.8315 9.0900
C 15.4232 16.7513 16.7752
H 8.0570 13.7577 13.0923
H 6.9609 16.0039 16.5882
H 14.2981 18.0358 14.8032
H 12.4890 10.8880 13.3688
C 17.1055 12.4230 9.5913
H 18.2111 18.3078 17.8516
C 12.9911 18.7856 20.9674
H 21.3159 13.6891 9.9205
H 15.3935 13.1923 8.6176
H 18.5466 11.3824 8.2766
H 8.1923 13.1582 18.3953
C 11.0952 14.1852 10.6217
C 9.6203 13.8429 16.1697
H 19.5032 10.2952 9.4465
H 15.3555 13.6474 10.2854
H 19.8215 9.9235 11.1344
H 20.3826 16.3782 11.4842
C 19.2005 15.3031 9.4057
O 12.4138 13.4814 12.4895
C 15.8662 16.3557 15.5250
C 11.9181 15.2431 10.3972
H 16.8705 15.7734 10.7029
C 10.4884 17.4242 14.9730
H 13.1860 11.8313 12.4494
C 21.3339 11.8330 11.9884
C 9.3640 13.4775 14.8134
H 22.3549 11.5036 11.7156
C 10.6620 15.9733 8.4393
H 8.0113 14.2816 19.7083
C 18.0145 17.2488 15.9460
H 18.2795 15.3846 8.8495
C 8.7021 14.8008 16.7439
P 13.7031 16.1521 17.1500
C 13.2370 17.8529 14.8700
C 16.2469 17.5343 17.5600
H 18.1289 17.0092 10.9944
C 16.1559 11.0176 17.4893
H 8.9498 14.7071 7.9388
O 10.5651 13.2866 16.8204
C 13.8958 16.5953 20.0493
O 13.3491 10.9964 12.9629
C 10.0281 12.1990 14.4396
N 10.2330 12.6873 12.2136
H 15.2718 15.8034 14.8583
H 22.1093 12.1483 9.3121
C 12.3799 18.4347 13.8975
C 18.9165 14.9710 10.8851
C 11.2892 13.3946 11.8967
H 15.8906 11.0824 10.7650
C 12.6996 17.1164 15.8997
H 21.0687 9.9280 9.9050
H 9.3803 13.2058 9.8959
H 14.4583 13.6900 12.8735
C 17.8521 12.2368 8.2359
C 20.1331 15.3251 11.7514
H 6.5651 15.4252 14.2508
Sb 18.3985 12.8830 11.4043
H 15.4156 12.4650 13.1219
C 21.1466 12.6455 9.6216
H 18.4503 13.1454 7.9629
C 20.1686 10.4355 10.2579
C 7.4154 14.9134 14.7481
H 15.5722 14.3046 21.9788
C 11.3174 16.9914 15.9602
O 8.8946 15.1122 18.0817
C 14.6823 16.0733 22.7223
H 16.4368 14.4976 9.1395
C 11.0297 18.2305 13.9275
H 6.9641 15.3712 11.8260
C 12.6697 19.2153 19.7155
I 15.3958 13.9227 19.0806
H 17.3415 10.3497 10.0246
C 15.9567 8.9823 18.3527
H 12.5313 18.6297 17.6638
C 14.9446 15.1355 21.6947
N 16.2841 10.2709 18.5413
H 19.0335 17.3477 15.5619
C 8.2838 14.0386 14.1442
H 12.8589 18.9903 13.1263
C 10.0165 13.9966 9.6833
C 13.5767 17.4910 21.1435
C 17.7932 15.9522 11.2546
O 6.9890 14.9692 10.9366
H 20.5057 12.6646 8.7150
N 16.0374 11.7369 16.5608
H 18.1068 12.8236 17.0183
H 9.6477 13.6351 19.3419
C 16.0143 13.5073 9.3903
H 20.8670 11.1646 12.7530
O 15.3634 13.4332 13.1517
*
```

***

# 2
A structure of composition C51H65GeN4O3PTl. Source: the OMol25 dataset; level of theory: ωB97M-V with the def2-TZVPD basis set.

Properties
Kohn-Sham gap (spin up / spin down) = 8.393 / 7.979 eV
LUMO energy (spin up / spin down) = 0.522 / 0.066 eV
energy above the lowest of the compared OMol25 structures with the same formula, charge and spin = 1.044 eV
HOMO energy (spin up / spin down) = -7.9 / -7.9 eV

Geometry as ORCA input:
```
! wB97M-V def2-TZVPD RIJCOSX def2/J DEFGRID3
* xyz 0 2
C 1.2090 -4.3093 -0.9749
H 1.1468 5.3849 -0.7071
H -3.1192 1.7874 3.2338
H -1.7297 -5.9361 1.4649
C -0.2900 -4.4224 -2.8562
H -4.9102 -1.1697 1.4933
H 3.7616 3.6582 2.8291
C -1.6850 3.8198 4.4577
C 0.5643 -3.1576 -0.5349
Ge 0.7498 3.5696 2.3727
O 1.7731 2.0755 1.8926
H -1.4962 4.6360 -2.0271
C -2.2173 1.2508 -4.8055
C -1.0018 -4.0336 2.1202
C -0.4866 -2.6908 -1.2839
H 3.6028 4.5458 -1.0454
H -2.3221 4.1970 3.6535
C 3.5133 3.7472 -1.7735
C -0.1752 -3.9403 4.3649
C 0.2275 5.6363 -0.1741
C -0.9927 3.8704 -1.4332
C -0.3088 1.8727 5.2336
H 0.2572 -3.3764 5.1856
C -2.8960 -0.3048 1.2723
H -0.7928 1.8759 6.2136
H 0.9068 -2.6260 0.3465
H -4.7086 -3.1624 -0.8647
O -0.5838 2.3328 2.8838
N -2.4006 0.7962 0.6232
H 0.4900 6.0307 0.8097
H 1.4179 -1.4199 -4.5988
H -3.3719 0.9062 -3.0255
C -0.6640 4.4029 -0.0522
H 4.8133 2.7259 -4.7281
H -2.8407 -5.3158 -1.8722
C -0.4379 -3.2970 3.1585
P 1.3756 0.2758 -2.0841
H -0.8227 4.4825 4.5566
N 0.9815 0.0765 -0.6074
H 2.4220 -0.4037 2.5189
C 4.0835 -3.1750 -3.4876
C 0.7925 -4.9291 -2.1489
C -2.2574 -2.8588 -3.1346
C -3.5747 -4.8278 -2.5332
C -2.4907 1.5039 4.0824
H -2.5278 -1.9701 2.5788
C 3.3296 -1.6238 -1.8092
C 2.6369 2.6918 -1.5355
C 0.0053 -1.8500 3.0179
H 2.0632 0.5090 4.0030
O 0.0471 3.3632 0.6398
H -2.9785 -3.0502 -0.4833
H -4.5724 -5.1214 -2.2040
H 1.3111 -5.8079 -2.5123
H -1.6459 2.9974 -1.3722
C -2.0426 -1.1541 2.0431
H -3.7961 -1.7123 -1.3087
H 2.0475 2.6728 -0.6263
C -1.9340 4.7482 0.7215
H 4.7645 -3.9548 -3.8082
H 0.0352 -1.3989 4.0134
H -2.4897 3.8401 0.9655
H 2.9683 -3.1785 -5.3221
C 3.0312 1.6503 2.4365
H -3.3364 2.3017 -0.5486
C -3.4531 1.3985 0.0316
H 3.7285 -0.0058 3.6471
C 2.5301 1.6481 -2.4504
H -1.2556 -7.0651 3.6220
H 1.1439 1.0007 -5.0310
H -0.6158 -4.9130 -3.7695
C 3.3332 1.6680 -3.5950
H 4.9659 4.5937 -3.1094
C -2.3834 0.9163 -3.4714
H 4.1752 2.3204 0.7283
H -2.2102 0.4563 3.9698
C 2.7979 0.3589 3.2065
H 0.0044 0.8502 5.0039
C 4.2845 3.7717 -2.9262
C -0.9426 1.2534 -5.3637
H -2.5769 5.4135 0.1400
C 2.2166 -1.7235 -3.9351
H 3.5309 0.6828 0.5801
C 4.1960 2.7256 -3.8374
N -3.4818 -3.3825 -2.5384
H -2.2091 -3.1825 -4.1772
C 3.6147 2.7161 3.3632
H -1.4173 0.2783 -1.6681
H 4.9286 0.9990 1.6406
H -2.2496 3.8565 5.3926
C -1.2945 -5.3813 2.2875
H 4.9690 -2.9759 -1.5384
H -0.2520 -5.7680 5.4827
H 4.5825 2.3842 3.7481
C -1.2791 0.5758 -2.7002
C -0.9835 -3.2805 -2.4265
H 2.0458 -4.7059 -0.4110
H 1.0349 -1.8446 2.6601
C 0.0034 0.5806 -3.2416
H -5.6178 0.9616 -0.0583
C -0.4635 -5.2880 4.5351
H 3.3991 -1.2016 -0.8132
C 2.3374 -1.1519 -2.6717
H -3.0723 1.6033 5.0023
H -2.3439 -1.7765 -3.1271
C -1.0262 -6.0146 3.4936
H -1.6848 5.2518 1.6598
N -0.7744 -0.9765 2.1353
C 4.2021 -2.6207 -2.2170
H -3.4251 -5.2146 -3.5444
H 2.9555 2.9053 4.2155
H -0.2902 6.4211 -0.7304
H -1.2040 -3.5653 1.1645
C -4.6314 0.6977 0.2921
H -0.8059 1.5208 -6.4048
H -3.0755 1.5091 -5.4136
C 0.1605 0.9336 -4.5862
H 3.3227 0.8321 -4.2849
C -1.2560 2.3828 4.1529
C 3.9784 1.3970 1.2756
C 3.0822 -2.7345 -4.3398
H -0.0804 3.5711 -1.9550
C -3.7474 -2.8021 -1.2362
H 0.5852 2.5014 5.2902
C -4.2692 -0.3961 1.0925
Tl -0.1641 0.9765 0.8559
*
```

***

# 3
A structure of composition C51H66N8O4P2STl. Source: the OMol25 dataset; level of theory: ωB97M-V with the def2-TZVPD basis set.

Properties
Kohn-Sham gap = 7.399 eV
LUMO energy = -2.362 eV
energy above the lowest of the compared OMol25 structures with the same formula, charge and spin = 0.000 eV
HOMO energy = -9.8 eV

Geometry as ORCA input:
```
! wB97M-V def2-TZVPD RIJCOSX def2/J DEFGRID3
* xyz 1 1
C 0.7005 5.5171 -0.3406
N -0.6646 3.7197 3.3046
H -4.2740 4.0636 0.2174
C -1.7321 -2.8716 -2.2382
H 2.2121 1.7212 3.1610
H -2.0108 0.3982 -5.0791
P -2.3195 -1.1814 -1.7283
C 1.6648 -3.4752 -0.2469
C -2.1282 -2.0120 3.6730
C -3.8544 -1.6879 -0.8580
H -3.1015 0.0559 6.7922
H -0.9544 6.0788 7.1579
H -3.8435 -1.0786 5.6356
C -1.4639 5.4149 6.4739
H -1.2090 -8.4566 -4.2807
H -3.3386 -2.2148 -4.6261
H -2.6174 -2.5896 4.4432
C -1.7179 -0.0962 -4.1483
C -4.0567 3.7670 -0.8126
H -4.2552 -0.7598 -5.0254
H -0.2067 2.5898 -3.3863
H 2.8163 -4.2467 -2.9558
C -2.2756 -4.9399 -3.0752
C 4.3308 1.7318 -0.5113
H -2.7955 5.4889 -1.1052
H -5.3846 3.3592 4.0458
O 3.1770 3.2086 2.0592
O -2.1953 0.0145 4.9968
H 1.1915 2.5748 -2.4958
H -4.9835 3.3624 -1.2373
C -2.7632 5.0060 6.7189
C -1.2018 0.1028 2.8774
N 0.3567 2.4096 1.6708
H 2.5335 -3.0555 0.2607
H -4.3506 1.2356 -0.0885
C -3.8686 -1.3657 -4.1999
H -4.7224 -1.7463 -3.6393
H 1.7321 -3.6791 -4.2253
C -0.4453 2.5138 2.6823
H -2.6400 0.8400 0.0592
H 3.6799 2.4434 3.8497
H -1.5087 1.6346 4.1337
H 0.5043 -6.8942 -3.4031
C -0.5402 -6.6181 -3.4603
H 1.5991 -0.0960 -3.2022
H 5.4004 3.0152 -1.8331
C -1.9647 2.6353 -1.5846
H 1.9367 -4.3899 -0.7724
O -1.0375 1.8218 -1.3870
C 2.2918 -2.1286 -2.7795
H 3.3570 3.5856 -3.1762
H 0.8814 -1.3380 -4.2411
C -2.7577 3.7207 4.6749
C -4.6924 2.5183 3.9659
C -3.4044 4.1640 5.8234
S 2.8213 0.0615 1.0905
H -2.6425 5.1811 -3.5771
C 1.7971 -1.0316 -3.7295
C 2.5669 -3.3962 -3.5889
C -1.4248 4.0906 4.4427
N -3.0492 2.7148 -0.7639
C 3.0808 1.1757 -0.1932
C 3.6090 -1.7056 -2.1215
H -4.4049 5.6275 -1.8219
Tl 0.3479 0.3638 0.1271
N 0.0099 -4.4748 -2.5388
N -1.0143 1.4352 3.2784
H 2.5145 6.5999 -0.7568
C 2.1097 2.3469 -1.9767
H 0.9109 -3.7071 0.5047
H -1.2690 3.2678 -4.6151
N -2.6506 -3.7088 -2.6608
H -0.8771 -2.3428 0.5616
C -3.2469 -5.8494 -3.5611
H -3.8911 1.4055 -3.8472
H -4.7340 0.5258 -2.5729
H 3.8954 5.1658 0.7228
H -1.9598 -3.6712 2.3230
N -1.9300 3.4803 -2.6443
C -3.7460 0.7802 -2.9613
H 5.1843 1.4738 0.0978
H -4.9636 1.9038 3.1111
P 1.0041 -2.2400 -1.4206
C -3.0282 4.3914 -2.9333
C 0.9313 3.5935 1.1311
H 0.0704 6.1504 -0.9530
C -3.5788 4.9424 -1.6354
C -2.9015 -0.6767 6.0156
H -4.2816 -5.5341 -3.5833
C 3.3072 2.9075 -2.3372
C -0.8565 -0.5158 1.6814
C 2.0625 5.7718 -0.2268
C -1.7592 -2.6188 2.4770
H -2.2980 -1.4863 6.4299
C 4.4389 2.5863 -1.5808
C -0.9218 -5.3258 -3.0229
H -4.4771 -2.3265 -1.4827
H -0.8981 4.2221 0.2620
O -3.3672 2.9610 3.7217
H -1.0756 0.5793 -3.5787
H -3.5879 -7.7822 -4.3664
H 3.4293 -3.1911 -4.2304
C 2.7633 2.6476 3.3020
C -0.3579 -3.2716 -2.1708
H -4.7446 1.9140 4.8743
H -3.2904 5.3468 7.5994
C -0.8567 3.4259 -3.6161
H -3.3781 2.0026 1.1799
C -2.8549 -7.0829 -3.9868
C -1.4904 -7.4701 -3.9371
H -3.2266 1.3708 -2.2055
H -0.0219 4.4334 2.9933
C -0.8080 4.9480 5.3486
C -3.3611 1.6400 0.1541
H -4.4112 -0.7985 -0.5597
H 4.0727 -2.5450 -1.6006
C -1.1423 -1.8704 1.4989
H -0.2829 4.3556 -3.6152
C 2.2900 3.9009 1.2958
C 0.1572 4.4420 0.3362
H 2.1650 3.3681 3.8682
H 0.2190 5.2403 5.1617
N 2.0000 1.5002 -0.9433
H 3.4877 -0.8999 -1.4045
H -4.4282 3.8748 6.0085
C -1.8609 -0.6735 3.8651
H 4.3008 -1.3753 -2.9004
C -2.9621 -0.4837 -3.3446
C 2.8381 4.9752 0.5915
H -3.5854 -2.2293 0.0483
H -1.1325 -0.9798 -4.4156
H 2.5548 -0.8360 -4.4923
H -3.8195 3.8714 -3.4872
*
```